Entry 1:
The following is a DFT calculation (wB97M-V/def2-TZVPD) of 4 unconnected molecules or ions with the total composition C23H57BNO17P3S2.

Results
* 2S+1: 1
* Kohn-Sham gap: 7.2 eV
* highest occupied orbital energy: -0.32879 Ha
* SMILES string: CCSC[C@@]1(B(N)O)COS(=O)(=O)O1.CCOP(=O)(OCC)OCC.CCOP(=O)(OCC)OCC.CCOP(=O)(OCC)OCC
* total energy: -111278.4242 eV

Each line ends with the Löwdin charge.
Positions of all 104 atoms, in Å:
1 C 3.72895 -4.01147 3.86468  -0.19
2 C 3.15470 -5.24744 2.89711  -0.52
3 S 1.32848 -5.55082 3.23386  0.80
4 C 0.22975 -4.47910 2.15724  -0.37
5 C -1.21450 -4.34004 2.92010  -0.38
6 B -1.99512 -5.74210 3.40763  -0.37
7 N -2.97776 -6.32432 2.38927  0.11
8 O -1.74897 -6.33912 4.76650  0.02
9 C -1.35048 -3.37315 4.25004  -0.15
10 O -1.00538 -2.01452 3.79102  -0.22
11 S -1.85444 -1.99451 2.27296  0.89
12 O -0.98294 -1.44014 1.12087  -0.31
13 O -3.16568 -1.20205 2.56231  -0.31
14 O -2.12049 -3.67668 1.92439  -0.23
15 H 4.11264 -3.12412 3.17308  0.08
16 H 2.88431 -3.63854 4.60526  0.07
17 H 4.63158 -4.47490 4.46738  0.07
18 H 3.75386 -6.24100 3.17458  0.09
19 H 3.39634 -5.00910 1.75842  0.09
20 H 0.71141 -3.42408 1.98830  0.11
21 H 0.08454 -5.02951 1.10789  0.12
22 H -3.92347 -6.38106 2.82704  0.08
23 H -2.65174 -7.24136 2.01182  0.09
24 H -2.21908 -5.74232 5.43976  0.12
25 H -2.53244 -3.39042 4.41600  0.15
26 H -0.96142 -3.75548 5.28515  0.16
27 C 2.10416 0.90895 2.82703  -0.08
28 C 3.33367 1.77121 2.61733  -0.30
29 O 3.89310 1.58464 1.32897  -0.23
30 P 3.04356 2.14128 0.02113  0.75
31 O 3.42252 3.62611 0.24226  -0.24
32 O 4.21649 1.86295 -1.13259  -0.22
33 C 4.78459 2.96018 -1.84120  -0.30
34 C 5.98247 3.53624 -1.09717  -0.08
35 O 2.62012 0.48219 -0.22594  -0.20
36 C 1.26613 0.25371 -0.58990  -0.32
37 C 0.82115 1.08050 -1.78287  -0.07
38 H 1.26600 1.29194 2.23865  0.06
39 H 1.79907 0.91152 3.87812  0.08
40 H 2.28580 -0.12318 2.51174  0.08
41 H 3.09878 2.82817 2.77598  0.11
42 H 4.09947 1.48900 3.34625  0.12
43 H 4.02268 3.71851 -2.04042  0.10
44 H 5.11014 2.59011 -2.82063  0.11
45 H 5.80916 3.64691 -0.02596  0.07
46 H 6.24989 4.51799 -1.51418  0.08
47 H 6.84755 2.87812 -1.20848  0.07
48 H 0.62351 0.45930 0.27013  0.08
49 H 1.16654 -0.81031 -0.82601  0.12
50 H 0.87656 2.15308 -1.56986  0.06
51 H -0.21389 0.84400 -2.04448  0.09
52 H 1.46060 0.88670 -2.64805  0.09
53 C 1.93337 7.02492 0.11975  -0.08
54 C 1.32547 5.77978 0.73558  -0.32
55 O 0.05570 6.04213 1.30699  -0.24
56 P -1.20307 6.38554 0.28741  0.73
57 O -1.42553 4.91540 -0.14435  -0.24
58 O -2.41571 6.38470 1.43362  -0.23
59 C -3.45747 5.41622 1.35894  -0.30
60 C -3.07719 4.13932 2.09735  -0.08
61 O -0.95450 8.02822 0.76983  -0.20
62 C -1.03549 8.98300 -0.27889  -0.32
63 C -2.31523 8.87342 -1.08821  -0.09
64 H 1.40391 7.29251 -0.79865  0.06
65 H 2.98376 6.86020 -0.13991  0.08
66 H 1.86499 7.87799 0.80189  0.09
67 H 1.24617 4.97863 -0.00561  0.08
68 H 1.97487 5.42302 1.54083  0.11
69 H -3.72182 5.22303 0.31585  0.10
70 H -4.34970 5.85178 1.82416  0.11
71 H -2.05523 3.81564 1.89584  0.07
72 H -3.76484 3.32581 1.82425  0.08
73 H -3.15069 4.29187 3.17679  0.07
74 H -0.16682 8.87234 -0.93313  0.10
75 H -0.97678 9.97574 0.17806  0.12
76 H -2.39136 7.90199 -1.58760  0.07
77 H -2.34565 9.64918 -1.85824  0.08
78 H -3.19132 8.97746 -0.44273  0.09
79 C -3.88903 -3.98395 -1.31346  -0.07
80 C -2.41470 -4.27662 -1.11378  -0.31
81 O -1.82682 -4.83241 -2.27702  -0.23
82 P -1.65053 -3.85796 -3.60419  0.73
83 O -0.42241 -3.09838 -3.04563  -0.24
84 O -0.75559 -4.91715 -4.53237  -0.23
85 C 0.57782 -4.57924 -4.90200  -0.30
86 C 1.57483 -5.03019 -3.84229  -0.08
87 O -3.02278 -4.70668 -4.22830  -0.20
88 C -3.98318 -3.89552 -4.88983  -0.32
89 C -3.38072 -3.02346 -5.97670  -0.09
90 H -4.01994 -3.12503 -1.97717  0.06
91 H -4.37261 -3.74326 -0.36158  0.08
92 H -4.40377 -4.83569 -1.76875  0.09
93 H -1.87584 -3.37212 -0.81542  0.10
94 H -2.29934 -5.01102 -0.31081  0.10
95 H 0.65471 -3.50821 -5.10747  0.10
96 H 0.79927 -5.08800 -5.84769  0.12
97 H 1.24875 -4.80923 -2.82513  0.07
98 H 2.54958 -4.55028 -4.01197  0.08
99 H 1.71990 -6.11177 -3.89707  0.07
100 H -4.49777 -3.27432 -4.15215  0.10
101 H -4.72818 -4.56520 -5.33064  0.12
102 H -2.65286 -2.31642 -5.56538  0.07
103 H -4.16250 -2.44592 -6.47766  0.08
104 H -2.85861 -3.63429 -6.71783  0.09

Forces on atoms 1 to 6 (eV/Å):
C 0.2 -0.5 -0.5
C 1.4 0.9 -0.2
S 0.3 0.0 -0.3
C 0.1 0.3 -0.6
C 0.5 -0.6 1.1
B -0.1 -1.3 0.2



Entry 2:
The following is a DFT calculation (wB97M-V/def2-TZVPD) of C5H9NO in the gas phase.

Results
* 2S+1: 1
* Kohn-Sham gap: 9.8 eV
* highest occupied orbital energy: -0.32793 Ha
* SMILES string: [H]/N=C1\C[C@H]1CCO
* total energy: -8864.9961 eV

Each line ends with the natural charge from an NBO analysis.
Positions of all 16 atoms, in Å:
1 H -2.02974 -1.18755 1.77504  0.40
2 N -1.04429 -1.40296 2.08260  -0.55
3 C -0.89192 -0.93829 0.91787  0.27
4 C -1.96267 -0.40766 -0.08644  -0.59
5 C -0.43532 -0.43087 -0.32109  -0.26
6 C 0.26988 0.89145 -0.36715  -0.40
7 C 1.75016 0.73078 -0.09574  -0.06
8 O 2.25174 -0.18340 -1.05276  -0.73
9 H -2.40687 0.58645 0.04747  0.22
10 H -2.57133 -1.07440 -0.70508  0.22
11 H -0.10908 -1.17988 -1.02813  0.26
12 H 0.10370 1.30610 -1.36495  0.22
13 H -0.16899 1.58357 0.36550  0.21
14 H 1.89312 0.35590 0.93080  0.17
15 H 2.24510 1.70927 -0.17432  0.16
16 H 3.16733 -0.38778 -0.82741  0.47

Forces on atoms 1 to 6 (eV/Å):
H -0.4 -1.4 3.3
N -0.9 0.6 -1.1
C -1.3 0.5 -1.1
C 0.5 0.1 -0.5
C 0.6 0.1 -0.6
C 0.2 0.2 -0.1



Entry 3:
The following is a DFT calculation (wB97M-V/def2-TZVPD) of a molecular structure, C34H39BrN4O2P2Pt.

Results
* charge: +2
* 2S+1: 5
* Kohn-Sham gap (spin up / spin down): 6.2 / 3.2 eV
* expectation value of S²: 6.025
* highest occupied orbital energy (spin up / spin down): -0.45320 / -0.45292 Ha
* total energy: -137789.2778 eV

Each line ends with the Löwdin spin population.
Positions of all 83 atoms, in Å:
1 Pt -0.54500 2.32463 -4.74314  0.81
2 C -1.79341 2.54802 -6.35267  0.15
3 C -1.48939 1.14365 -6.20250  0.12
4 C -0.56432 0.42879 -7.16984  0.01
5 C 0.83184 1.06416 -7.16500  0.01
6 C 1.15008 1.79661 -5.87114  0.11
7 C 1.00823 3.21461 -5.85596  0.13
8 C 0.31596 3.98190 -6.94620  0.02
9 C -1.09096 3.45271 -7.36065  0.02
10 C -0.34138 2.33867 -2.75279  0.41
11 H -2.79134 2.87513 -5.99292  0.01
12 H -2.25487 0.50025 -5.78563  0.01
13 H -1.03658 0.50537 -8.16582  0.00
14 H -0.51344 -0.65121 -6.94389  0.00
15 H 1.59891 0.30419 -7.35968  0.00
16 H 0.79453 1.79278 -7.98200  0.00
17 H 1.87596 1.31212 -5.20824  0.01
18 H 1.70910 3.76781 -5.23231  0.01
19 H 0.98342 4.07813 -7.79981  0.00
20 H 0.21336 5.00879 -6.59128  0.00
21 H -1.74089 4.31498 -7.52569  0.00
22 H -0.98263 2.91394 -8.30678  0.01
23 H -1.04494 3.06136 -2.32225  0.04
24 H 0.67622 2.58139 -2.42736  0.06
25 H -0.58882 1.33326 -2.38208  0.04
26 P 1.81274 -1.00723 -2.26442  0.01
27 P -1.72639 -1.40942 -1.63392  0.31
28 N 3.40878 -0.48898 -3.24985  0.02
29 N 2.61990 -2.19039 -1.33999  0.01
30 N -3.05862 -0.22843 -2.31510  0.01
31 N -2.85481 -2.65774 -1.09800  0.02
32 C 0.72496 -1.95438 -3.39612  0.00
33 C -0.83513 -2.03882 -3.23768  0.16
34 C 3.83125 0.83444 -3.09615  0.26
35 C 5.16856 0.94326 -3.42799  0.09
36 C 5.58812 -0.33815 -3.89345  0.12
37 C 4.48175 -1.17511 -3.81252  0.26
38 C 2.82714 -1.85691 0.02849  0.09
39 C 3.95890 -2.49672 0.46887  0.02
40 C 4.48531 -3.27001 -0.62385  0.06
41 C 3.65809 -3.05959 -1.71551  0.07
42 C -3.11467 1.06508 -1.77266  0.01
43 C -4.10572 1.82734 -2.39033  0.00
44 C -4.65353 1.02249 -3.41767  0.00
45 C -3.98269 -0.21254 -3.37248  0.00
46 C -4.21462 -2.78570 -1.40923  0.00
47 C -4.88676 -3.39218 -0.36014  0.00
48 C -3.91129 -3.72100 0.63413  0.00
49 C -2.68604 -3.31640 0.14997  0.00
50 H 1.18096 -2.95152 -3.46176  0.00
51 H 0.94943 -1.49054 -4.36880  0.00
52 H -1.27864 -1.45314 -4.03573  0.01
53 H -1.14340 -3.09180 -3.43942  0.01
54 H 3.14376 1.61805 -2.81698  0.01
55 H 5.75962 1.84012 -3.32064  0.00
56 H 6.59229 -0.60748 -4.19237  0.00
57 H 4.36429 -2.17855 -4.18448  0.00
58 H 2.11630 -1.20468 0.52966  0.00
59 H 4.37603 -2.43136 1.46749  0.00
60 H 5.37704 -3.87918 -0.60411  0.00
61 H 3.69436 -3.47422 -2.70918  0.00
62 H -2.44103 1.35419 -0.98297  0.00
63 H -4.35726 2.84750 -2.12091  0.00
64 H -5.41880 1.32956 -4.12411  0.00
65 H -4.14257 -1.06020 -4.02958  0.00
66 H -4.61166 -2.42414 -2.34127  0.00
67 H -5.94883 -3.55706 -0.26846  0.00
68 H -4.10963 -4.18614 1.58912  0.00
69 H -1.71527 -3.42342 0.58765  0.00
70 Br -2.31691 2.88314 1.48845  0.00
71 C -2.14912 1.55069 2.80738  0.01
72 C -2.60530 1.76335 4.11861  0.00
73 C -2.52917 0.73681 5.07968  0.00
74 C -2.00027 -0.49978 4.71704  0.00
75 C -1.50252 -0.70056 3.43323  0.01
76 C -1.59949 0.29846 2.47449  0.02
77 C -1.05361 -0.07031 1.11089  0.02
78 O 0.17640 0.00789 0.91896  0.01
79 O -1.97700 -0.49826 0.24408  0.39
80 H -3.03716 2.72505 4.39090  0.00
81 H -2.89000 0.91080 6.09345  0.00
82 H -1.96545 -1.32780 5.42013  0.00
83 H -1.03049 -1.63322 3.13090  0.00

Forces on atoms 1 to 6 (eV/Å):
Pt 0.4 -0.5 1.8
C -1.2 -0.7 -0.8
C -1.1 0.5 -1.5
C -0.2 -0.5 0.4
C -0.4 -0.1 -0.2
C 1.2 0.9 -1.5



Entry 4:
The following is a DFT calculation (wB97M-V/def2-TZVPD) of a molecular structure, C31H21CdN15O4.

Results
* charge: -2
* 2S+1: 1
* Kohn-Sham gap: 7.4 eV
* highest occupied orbital energy: -0.11913 Ha
* total energy: -67597.4758 eV

Each line ends with the Löwdin charge.
Positions of all 72 atoms, in Å:
1 Cd 0.21517 -0.62474 0.52764  1.38
2 O -3.38053 -1.34036 -5.86637  -0.06
3 C -3.87487 -0.77828 -4.86819  -0.69
4 O -5.03115 -0.35405 -4.67279  -0.06
5 C -2.91606 -0.63310 -3.66823  -0.09
6 C -1.66911 -1.23498 -3.67028  0.05
7 C -0.79819 -1.03651 -2.60948  -0.20
8 N -1.11159 -0.26408 -1.56463  0.10
9 C -2.32439 0.28942 -1.54341  -0.22
10 C -3.25011 0.12880 -2.56291  0.05
11 C -2.64996 1.13575 -0.36148  -0.24
12 C -3.90510 1.06847 0.24030  -0.02
13 C -4.17037 1.90830 1.30420  -0.08
14 C -3.18310 2.78611 1.73314  -0.08
15 C -1.95912 2.76250 1.08498  -0.16
16 N -1.69259 1.95649 0.06054  0.12
17 C 0.55389 -1.68567 -2.59358  -0.20
18 C 1.08507 -2.30165 -3.72375  -0.01
19 C 2.33553 -2.88416 -3.64445  -0.07
20 C 3.03820 -2.83808 -2.45063  -0.06
21 C 2.44458 -2.19999 -1.37723  -0.14
22 N 1.23875 -1.64470 -1.45299  0.04
23 H -1.42218 -1.85169 -4.52111  0.11
24 H -4.22363 0.59972 -2.53486  0.12
25 H -4.63308 0.34980 -0.11168  0.12
26 H -5.13311 1.87387 1.79998  0.10
27 H -3.35234 3.46749 2.55712  0.09
28 H -1.14250 3.40557 1.39886  0.10
29 H 0.53169 -2.31796 -4.65005  0.11
30 H 2.76030 -3.36950 -4.51465  0.10
31 H 4.02097 -3.27787 -2.34951  0.10
32 H 2.94106 -2.11807 -0.41659  0.10
33 O 3.38884 1.64597 -2.32689  0.05
34 C 3.49397 2.83087 -1.70884  -0.27
35 C 4.25417 3.82603 -2.33040  -0.03
36 C 4.39997 5.06558 -1.73858  -0.11
37 C 3.79292 5.34153 -0.51549  -0.12
38 C 3.03943 4.35592 0.09943  -0.04
39 C 2.87522 3.09742 -0.47373  -0.08
40 C 2.03726 2.04817 0.18324  -0.44
41 O 1.92660 0.92685 -0.40311  -0.12
42 N 1.49989 2.37173 1.34954  0.05
43 N 0.69366 1.35796 1.78500  -0.08
44 C 0.34516 1.40960 3.00435  -0.14
45 C -0.60762 0.43012 3.55104  -0.29
46 C -0.80073 0.33888 4.92373  -0.04
47 C -1.65085 -0.63508 5.41376  -0.08
48 C -2.29381 -1.47871 4.52213  -0.07
49 C -2.06470 -1.29882 3.16548  -0.13
50 N -1.25146 -0.36116 2.69101  0.07
51 H 2.78860 1.09755 -1.74142  0.06
52 H 4.71340 3.59635 -3.28357  0.11
53 H 4.99213 5.82641 -2.23507  0.09
54 H 3.90392 6.31448 -0.05366  0.08
55 H 2.55278 4.53354 1.04966  0.10
56 H 0.76291 2.17183 3.66035  0.12
57 H -0.26312 1.00526 5.58617  0.11
58 H -1.79982 -0.74369 6.48127  0.10
59 H -2.94786 -2.27011 4.86160  0.10
60 H -2.54245 -1.92587 2.42059  0.09
61 N 0.93348 -4.00768 1.06773  0.11
62 C -0.36379 -3.79017 0.59662  -0.53
63 N -1.13713 -4.77832 0.18651  0.00
64 N -2.28133 -4.15996 -0.18311  -0.12
65 N -2.18403 -2.88616 -0.00325  -0.10
66 N -0.95668 -2.60762 0.50305  -0.09
67 C 1.55065 -3.17211 1.99995  -0.54
68 N 2.28620 -3.63676 2.99355  0.00
69 N 2.71005 -2.52230 3.63094  -0.13
70 N 2.24794 -1.46639 3.04953  -0.11
71 N 1.50777 -1.84584 1.98221  -0.08
72 H 1.10631 -4.98217 1.26078  0.11

Forces on atoms 1 to 6 (eV/Å):
Cd 0.0 0.5 -0.3
O 0.0 0.1 0.0
C -0.2 -0.4 0.0
O 0.1 0.1 -0.1
C 0.1 0.2 0.0
C 0.0 0.0 0.0



Question: Look up the total energy of the second one.
Answer: -8864.9961 eV